ORCA calculation (ωB97M-V/def2-TZVPD) on a gas-phase ion, CH3O2 (charge +1) at a distorted geometry.

Structure (ORCA input):
```
! wB97M-V def2-TZVPD RIJCOSX def2/J DEFGRID3
* xyz 1 1
C 0.161 -0.297 -0.114
O 1.437 -2.045 -1.140
O 0.303 -1.580 -0.367
H -0.885 -0.008 -0.414
H -0.001 -0.192 0.996
H 0.927 0.395 -0.499
*
```

Summary:
HOMO level (alpha / beta): -19.64 / -19.63 eV
frontier orbital gap (alpha / beta): 8.22 / 8.23 eV
M: 47.03 g mol⁻¹
LUMO (alpha / beta): -11.418 / -11.407 eV